The following is a DFT calculation (the ωB97M-V functional and the def2-TZVPD basis) of a 12-piece molecular cluster, C25H74O17 overall.

```
116
Properties=species:S:1:pos:R:3:forces:R:3:lowdin_charge:R:1
O -6.282 1.175 0.400 0.412 0.107 -0.608 -0.05
O -0.477 -4.044 -3.366 0.031 0.415 0.337 -0.08
O 4.209 -1.186 -0.841 -0.193 -0.055 -0.021 -0.05
O 0.553 -1.283 1.764 -0.166 -0.581 -0.817 -0.11
O 4.853 -3.477 1.813 0.275 -0.345 0.048 -0.05
O 2.905 3.346 -1.273 0.247 0.042 -0.184 -0.08
O -0.408 -0.034 -1.108 -0.882 -0.264 0.472 -0.07
O -4.075 -0.842 0.763 -0.310 0.365 -0.349 -0.07
O -1.179 -2.927 0.373 0.588 -0.003 0.738 -0.09
O -0.550 -0.889 4.777 0.050 -0.033 -0.012 -0.06
O -3.444 -3.501 1.831 0.106 0.368 -0.790 -0.07
O 1.626 -2.072 -2.564 0.439 -0.018 0.237 -0.07
O 2.572 3.325 1.502 0.645 -0.331 0.293 -0.07
O 0.285 4.047 -0.073 -0.796 -1.139 -0.312 -0.08
O 3.507 -0.647 2.201 0.577 0.025 -1.097 -0.09
O -4.708 3.864 -2.210 -0.174 -1.058 0.662 -0.08
O -2.990 0.112 -1.751 -0.610 0.099 -0.465 -0.11
C -4.015 -0.290 -3.918 -0.514 -1.325 0.939 -0.02
C 3.773 2.826 0.938 -0.592 0.065 -0.858 -0.23
C 0.244 5.444 -0.239 1.324 0.383 1.256 -0.48
C 3.922 -5.626 2.510 0.791 -0.222 0.134 -0.06
C -3.889 -2.107 -2.141 0.483 0.099 -0.604 -0.03
C -1.571 -4.310 0.455 0.604 1.753 -1.772 -0.19
C -3.351 4.328 -1.999 -1.196 0.671 0.065 -0.45
C -4.054 0.560 1.044 0.916 0.226 0.352 -0.22
C 4.039 -4.577 1.409 -0.560 0.102 0.081 -0.46
C -3.277 4.739 -0.539 0.111 0.810 -0.148 -0.05
C 3.579 2.353 -0.496 -0.206 -0.640 0.560 -0.21
C 1.339 6.017 0.687 -0.711 1.115 -0.562 -0.05
C -2.595 -4.606 1.511 -0.973 -0.782 0.466 -0.21
C 3.395 -1.137 4.502 0.754 0.810 -0.247 -0.03
C -4.887 1.360 0.070 -0.871 -0.982 0.491 -0.22
C 0.430 5.911 -1.666 0.104 0.544 -0.066 -0.04
C 1.156 -2.312 -3.879 -0.165 0.289 0.641 -0.23
C -2.301 3.315 -2.432 0.367 0.894 -0.420 -0.03
C 0.883 -0.166 0.916 -0.877 0.691 2.023 -0.21
C 5.436 -0.038 3.371 0.795 0.406 0.104 -0.05
C 3.937 -0.122 3.452 -1.339 -1.632 0.953 -0.46
C -4.049 -0.610 -2.405 0.438 -0.387 0.067 -0.44
C -0.360 0.407 0.251 1.313 0.535 -0.813 -0.21
C 0.752 -3.753 -4.051 -0.573 -1.287 -1.159 -0.23
C 2.654 -4.034 1.031 -0.177 0.311 0.052 -0.05
H 3.505 4.082 -1.439 0.008 -0.042 0.014 0.09
H -1.329 3.787 -2.600 -0.165 0.164 -0.064 0.06
H -1.342 0.089 -1.382 0.524 -0.392 -0.237 0.03
H 0.317 -1.635 -4.074 -0.291 -0.302 -0.069 0.12
H 4.234 -1.560 0.048 0.143 0.125 0.010 0.00
H -4.665 2.423 0.112 -0.013 -0.019 0.123 0.11
H -1.909 -2.393 0.040 -0.139 -0.121 -0.008 0.07
H 1.923 -1.975 -4.576 0.282 -0.454 0.062 0.12
H -4.693 0.978 -0.936 -0.327 0.675 0.599 0.07
H 4.503 -5.030 0.530 0.121 0.113 -0.036 0.13
H 4.871 -5.999 2.907 0.338 0.549 -0.265 0.07
H 4.559 3.584 0.825 0.031 0.272 0.715 0.12
H 1.422 5.680 -2.061 -0.161 -0.652 -0.035 0.08
H 1.242 5.806 1.750 -0.362 -0.367 -0.108 0.09
H 4.573 2.070 -0.855 -0.125 0.131 -0.475 0.13
H 1.197 7.099 0.574 0.697 0.087 0.156 0.08
H 2.357 -1.387 4.291 -0.164 0.285 0.111 0.06
H -4.270 -2.507 -1.204 -0.075 0.527 0.136 0.07
H -2.586 2.881 -3.391 0.018 -0.358 0.130 0.08
H 1.751 -0.390 0.293 -0.303 0.164 -0.455 0.11
H -4.408 0.689 -4.179 0.098 0.072 0.021 0.07
H -4.403 0.732 2.063 -0.180 0.138 0.025 0.13
H -3.172 -5.393 1.007 -0.229 -0.181 0.585 0.12
H -4.643 -1.088 -4.319 -0.189 0.451 -0.612 0.07
H -3.428 5.289 -2.521 1.269 -0.180 -0.537 0.14
H 2.034 -3.826 1.908 0.154 -0.151 0.175 0.08
H 1.158 0.546 1.704 0.405 0.497 -0.598 0.12
H -4.996 -0.331 -1.931 -0.083 0.152 -0.462 0.12
H 4.296 -2.717 2.012 -0.120 0.180 0.122 0.03
H 5.934 -1.010 3.383 -0.395 -0.204 -0.427 0.08
H -3.628 -1.339 1.458 -0.095 -0.001 0.067 0.06
H 2.051 -4.644 0.357 0.261 -0.229 -0.011 0.08
H -6.498 0.320 0.012 -0.276 0.008 0.223 0.08
H 3.432 0.828 3.662 0.346 0.229 -0.255 0.14
H -2.049 2.589 -1.658 -0.473 -0.196 0.010 0.07
H 3.947 -2.074 4.414 0.186 0.063 0.261 0.08
H -2.885 3.981 0.136 -0.341 -0.075 0.080 0.08
H -3.013 -0.468 -4.305 0.078 0.262 0.034 0.09
H -2.273 -4.953 2.497 0.828 -0.343 -0.464 0.12
H 3.497 -1.660 -1.292 0.023 0.071 -0.147 0.01
H -2.823 -2.347 -2.203 -0.020 -0.190 -0.182 0.08
H -3.212 1.033 -1.940 0.456 0.136 0.085 0.05
H -0.022 -1.033 3.980 -0.102 0.005 -0.152 0.00
H 5.959 0.482 4.177 -0.607 0.272 0.219 0.08
H 0.013 -1.875 1.198 0.193 -0.290 0.540 0.05
H 3.501 -6.556 2.122 -0.765 0.276 0.134 0.08
H 5.694 0.502 2.458 0.128 -0.190 -0.069 0.08
H 2.954 1.462 -0.552 -0.014 0.036 0.014 0.11
H 2.779 -3.059 0.560 -0.024 -0.045 -0.289 0.05
H 3.419 -5.178 3.368 -0.449 -0.351 -0.082 0.08
H -1.015 -4.580 -3.949 -0.094 -0.039 0.013 0.07
H 2.044 3.734 0.807 -0.140 -0.113 0.047 0.01
H -4.418 -2.600 -2.957 0.142 -0.359 0.096 0.08
H 2.331 5.684 0.386 0.058 0.289 -0.199 0.07
H 0.599 -4.030 -5.103 0.009 0.651 -0.170 0.12
H 0.804 3.596 -0.755 0.091 0.394 -0.166 0.08
H -4.964 3.841 -3.135 0.394 0.108 -0.135 0.08
H -0.708 5.798 0.168 -0.011 -0.211 -0.235 0.12
H -0.299 1.500 0.226 0.157 0.114 0.224 0.11
H 0.444 7.003 -1.733 -0.427 0.033 0.256 0.09
H -3.029 0.943 0.992 0.019 -0.068 -0.019 0.09
H -2.654 5.632 -0.430 0.315 -0.284 -0.136 0.06
H -1.423 -1.224 4.551 0.049 0.007 -0.024 0.02
H -4.260 5.146 -0.297 -0.124 -0.558 0.443 0.09
H 2.548 -0.729 2.144 0.089 -0.090 0.448 0.03
H -1.906 -4.460 -0.580 -0.746 -0.654 0.364 0.12
H -0.666 -4.917 0.473 0.003 0.074 0.712 0.12
H 4.111 1.985 1.540 0.182 0.093 0.082 0.10
H 3.488 -0.673 5.486 -0.067 -0.453 0.194 0.08
H -1.232 0.184 0.872 -0.013 -0.490 -0.258 0.11
H 1.470 -4.527 -3.760 0.490 0.697 0.535 0.12
H 0.887 -2.026 -1.945 -0.153 0.167 -0.172 0.07
H -0.381 5.546 -2.295 0.270 -0.027 -0.181 0.06
H -4.230 -3.865 2.245 -0.079 0.070 -0.003 0.10
```
Forces are in eV/Å.

net charge = 0
LUMO energy = 0.0099 Ha
SMILES = CC(C)O.CC(C)O.CC(C)O.CC(C)O.CC(C)O.OCCO.OCCO.OCCO.OCCO.OCCO.O.O
HOMO-LUMO gap = 9.88 eV
HOMO energy = -9.61 eV
2S+1 = 1
energy above the lowest of the compared OMol25 structures with the same formula, charge and spin = 0.00 kJ/mol

The following is a DFT calculation (the ωB97M-V functional and the def2-TZVPD basis) of a 5-piece molecular cluster, C25H75N13O6P4 overall.

```
123
Properties=species:S:1:pos:R:3:forces:R:3:lowdin_charge:R:1
P -3.582 0.710 -2.258 1.284 -1.280 -1.877 0.57
P -0.226 2.702 2.892 -1.450 -2.413 -0.703 0.58
P 3.166 -1.612 1.904 -0.679 0.045 -0.712 0.48
P 0.880 -2.817 -3.634 -0.515 -0.419 1.838 0.51
O 0.576 2.368 1.676 -0.527 0.749 0.736 -0.29
O 2.773 4.485 -0.803 -1.322 -2.273 -0.494 0.03
O 1.345 3.123 -1.804 0.579 0.963 0.271 0.03
O 2.240 -2.968 -4.157 0.497 -0.165 -0.921 -0.28
O 2.012 -1.066 1.110 0.816 -0.443 1.123 -0.29
O -2.701 -0.538 -2.126 -1.746 2.292 0.389 -0.31
N -4.346 0.812 -3.759 0.691 0.645 -0.611 -0.28
N -2.726 2.129 -2.141 0.608 -0.911 1.069 -0.29
N 2.827 -2.526 3.243 -0.912 0.127 -0.489 -0.32
N 4.093 -2.637 1.065 0.349 -2.077 -2.091 -0.30
N 0.609 3.546 4.006 0.645 1.237 0.824 -0.30
N 0.862 -3.494 -2.091 -0.595 0.189 -0.468 -0.30
N 2.231 3.378 -1.009 1.222 -0.511 0.735 -0.38
N 0.305 -1.302 -3.287 0.559 -0.381 -0.051 -0.29
N 4.221 -0.396 2.310 0.090 0.247 1.140 -0.29
N -1.694 3.602 2.733 1.946 0.556 -0.413 -0.28
N -4.936 0.677 -1.250 1.086 2.161 -1.779 -0.30
N -0.822 1.213 3.529 1.733 2.280 -0.024 -0.35
N -0.305 -3.513 -4.579 0.190 0.107 -0.768 -0.31
C 1.140 -0.625 -2.271 -0.643 1.085 0.063 -0.09
C 3.289 -2.217 4.553 0.378 -0.272 1.210 -0.12
C -3.024 3.462 -2.625 0.263 -0.748 -0.643 -0.12
C -2.791 2.856 2.130 -1.077 -0.615 0.194 -0.14
C 2.736 2.108 -0.216 1.999 2.500 -0.388 0.05
C -5.418 2.044 -0.869 -2.589 -1.205 -0.972 -0.09
C -0.184 -0.509 -4.383 -2.478 1.882 -0.332 -0.13
C -5.415 -0.148 -3.850 -1.434 -0.218 0.358 -0.15
C 1.617 -3.344 3.179 0.618 -0.075 0.233 -0.10
C -0.675 0.022 2.763 -0.998 -0.945 -0.296 -0.13
C -1.585 2.055 -1.190 0.185 -0.119 -0.564 -0.08
C 4.521 -4.060 1.340 0.461 2.115 -0.427 -0.05
C 3.565 0.759 2.928 0.304 0.236 -1.375 -0.13
C 4.479 -2.068 -0.255 1.223 1.283 1.769 -0.08
C 5.650 -0.594 2.556 -0.191 -0.473 -0.704 -0.11
C -0.027 4.310 5.067 -0.233 -0.218 1.499 -0.13
C -3.706 1.225 -5.045 1.722 1.014 0.175 -0.11
C 2.085 3.467 4.122 -0.787 -0.119 -3.276 -0.07
C -1.520 1.200 4.793 -1.140 -0.068 -1.792 -0.11
C -1.700 -3.467 -4.364 -1.831 -1.057 0.661 -0.15
C -0.359 -3.375 -1.315 0.397 0.616 0.825 -0.11
C -1.378 4.911 2.040 -0.603 -1.422 -1.088 -0.09
C 0.115 -4.572 -5.443 -0.414 -0.629 -1.339 -0.13
C 1.822 -4.514 -1.704 -0.964 -0.211 0.038 -0.10
C -4.854 -0.342 -0.265 1.453 -0.586 0.505 -0.14
H 1.858 -4.327 3.579 -0.067 -0.267 0.111 0.08
H 2.581 0.794 2.449 -0.021 0.417 0.257 0.05
H -0.856 -1.077 -5.074 0.917 0.077 0.589 0.08
H -5.427 -1.077 -3.231 0.821 0.710 -0.428 0.09
H -1.665 -0.242 2.301 0.684 0.142 -0.282 0.08
H 0.138 0.123 2.038 -0.441 -0.185 -0.033 0.05
H 5.151 -1.194 0.065 -0.370 -1.121 -1.287 0.08
H 2.524 4.456 4.229 -0.151 0.047 0.695 0.09
H 3.430 0.707 4.007 0.294 -0.068 0.239 0.07
H 6.236 0.198 2.046 -0.259 -0.415 0.297 0.09
H -2.879 1.934 -4.793 -0.559 -0.543 0.024 0.06
H 4.991 -2.816 -0.848 0.113 0.113 -0.126 0.08
H -0.815 2.727 -1.540 0.228 0.083 -0.237 0.05
H -3.855 3.407 -3.346 -0.099 0.408 0.794 0.08
H -2.859 3.039 1.041 0.002 -0.195 0.574 0.05
H 4.128 1.667 2.627 -0.323 -0.332 0.466 0.09
H -1.023 4.687 4.811 0.507 0.251 -0.393 0.07
H 3.650 -1.615 -0.782 -0.344 -0.295 -0.166 0.05
H -3.177 0.462 -5.633 -0.263 -0.614 0.612 0.07
H -0.431 -4.585 -6.448 0.427 0.195 1.374 0.11
H 1.968 1.366 -0.277 -0.249 -0.190 0.602 0.05
H 1.430 -5.496 -1.357 -0.532 0.510 -0.482 0.09
H 2.440 3.180 3.081 -0.323 -0.033 1.327 0.07
H -6.484 2.046 -0.522 0.544 -0.806 -0.234 0.09
H -5.665 -0.087 0.337 -1.203 -0.370 1.809 0.06
H 3.157 2.533 0.719 -1.329 -0.580 -0.109 0.07
H -0.651 5.489 2.586 0.390 -0.034 0.200 0.06
H -4.957 -1.352 -0.680 -0.156 0.304 -0.057 0.09
H -2.290 5.497 2.001 -0.165 0.069 -0.113 0.07
H 3.280 -3.158 5.173 0.265 0.850 -0.515 0.10
H -1.984 -2.550 -3.888 -0.347 0.488 0.374 0.05
H -0.936 0.265 -3.969 1.271 -0.922 -0.355 0.08
H -1.178 1.034 -1.217 -0.210 0.395 0.240 0.07
H -3.092 4.137 -1.775 -0.713 0.316 -0.104 0.08
H -1.039 -2.549 -1.624 0.631 -0.642 -0.005 0.08
H 1.327 -3.468 2.143 -0.278 0.093 -0.092 0.07
H -1.009 4.706 0.974 -0.419 0.416 1.358 0.10
H 4.394 -4.735 0.478 0.035 0.552 0.179 0.08
H 5.948 -0.647 3.603 -0.205 0.320 0.271 0.07
H -0.486 -0.850 3.394 0.386 0.078 0.256 0.07
H 0.662 0.315 -1.928 -0.118 -0.508 -0.387 0.06
H 0.806 -2.930 3.780 -0.149 0.134 -0.139 0.08
H -0.853 -4.319 -1.311 -0.914 -0.831 -0.130 0.06
H 1.120 -4.297 -5.638 1.220 -0.610 -0.569 0.04
H -4.947 2.475 -0.043 1.534 0.773 1.129 0.04
H -3.803 3.109 2.560 1.050 0.113 -0.186 0.10
H -4.223 1.788 -5.875 -0.807 -0.502 1.505 0.09
H -2.538 0.726 4.580 0.706 1.087 0.768 0.11
H -2.179 3.810 -3.219 0.282 0.078 -0.038 0.08
H 0.662 5.103 5.441 -0.635 -0.369 -0.536 0.09
H -0.264 3.680 5.958 0.498 0.210 -0.310 0.08
H 3.697 1.794 -0.665 -0.729 0.012 -0.654 0.10
H 2.439 -4.206 -0.885 0.606 0.594 0.534 0.04
H -5.520 -0.394 -4.865 0.042 -0.871 -1.457 0.06
H -2.648 1.761 2.344 -0.161 1.076 -0.503 0.07
H 5.578 -3.986 1.646 -0.211 -0.557 -0.224 0.08
H 3.955 -4.427 2.158 -0.469 -0.382 0.745 0.05
H -2.073 -4.322 -3.746 0.384 0.498 0.083 0.09
H 1.265 -1.234 -1.364 0.170 0.103 -0.574 0.06
H 2.085 -0.296 -2.717 0.226 -0.303 0.203 0.09
H -3.863 -0.333 0.262 -0.912 -0.029 0.059 0.09
H -5.534 2.755 -1.708 0.857 -0.622 0.160 0.08
H 5.905 -1.585 2.144 0.119 0.553 -0.033 0.07
H -1.477 2.231 5.149 -0.960 -0.291 0.204 0.05
H 0.532 0.060 -5.012 0.142 -0.502 0.512 0.09
H -0.085 -3.204 -0.267 -0.032 0.262 0.063 0.07
H -1.777 2.367 -0.156 -0.295 -0.329 -0.396 0.04
H -2.328 -3.618 -5.270 0.825 0.508 -0.045 0.09
H 2.396 -4.676 -2.582 0.996 -0.352 -0.513 0.06
H -1.048 0.597 5.520 0.735 -0.894 0.852 0.06
H 4.302 -1.769 4.544 -0.514 -0.452 0.007 0.07
H 0.046 -5.600 -5.013 -0.006 0.602 -0.073 0.09
H 2.384 2.722 4.824 0.428 -0.238 0.732 0.07
H 2.629 -1.505 5.062 -0.080 0.051 0.158 0.08
H -6.361 0.325 -3.630 -0.485 0.291 0.366 0.07
```
Forces are in eV/Å.

net charge = 0
LUMO energy = 0.0184 Ha
SMILES = CN(C)P(=O)(N(C)C)N(C)C.CN(C)P(=O)(N(C)C)N(C)C.CN(C)P(=O)(N(C)C)N(C)C.CN(C)P(=O)(N(C)C)N(C)C.C[N+](=O)[O-]
HOMO-LUMO gap = 8.19 eV
HOMO energy = -7.69 eV
2S+1 = 1
energy above the lowest of the compared OMol25 structures with the same formula, charge and spin = 341.49 kJ/mol